C42H67F10IN3O15P3S | the ωB97M-V functional and the def2-TZVPD basis

```
142
Properties=species:S:1:pos:R:3
I -0.874 -3.633 -4.048
S -2.584 8.705 -3.452
P 3.544 -5.976 -3.149
P 9.011 -6.170 2.610
P -9.105 6.218 4.271
F -4.859 -2.176 -3.764
F -6.283 -0.399 -1.093
F -6.946 -0.196 -3.133
F -5.455 1.754 -2.625
F -4.963 -2.584 -1.618
F -3.111 -0.602 -1.620
F -5.780 4.102 0.076
F -4.039 1.013 -0.563
F -6.728 -2.621 -2.810
F -4.447 0.481 -4.016
O -10.484 5.629 4.761
O 4.662 -6.225 -2.002
O 2.870 -4.709 -2.804
O 10.096 -5.879 1.386
O -8.185 5.086 5.002
O 9.415 -4.972 3.628
O -8.400 6.496 3.012
O 0.674 1.767 -4.126
O -8.886 7.444 5.293
O 4.491 -5.523 -4.407
O 3.390 -7.466 -3.667
O 9.962 -7.317 3.168
O 0.880 5.548 -0.791
O 0.944 3.700 0.485
O 7.813 -5.661 1.885
N -3.750 3.459 -1.321
N -3.080 7.028 -1.308
N -1.783 5.287 -2.187
C -10.253 9.380 4.722
C -1.063 -0.230 -3.307
C -11.900 6.383 6.592
C -5.877 -0.494 -2.360
C -2.805 7.770 -2.237
C 1.242 4.404 -0.662
C 0.489 4.464 -3.639
C 11.338 -7.036 3.507
C 9.579 -4.629 -0.619
C -10.754 5.474 6.170
C 11.562 -7.225 5.001
C -0.425 2.163 -3.396
C -7.359 4.210 4.229
C -5.553 -1.995 -2.648
C -5.074 5.229 -0.341
C -0.546 3.499 -3.138
C 2.042 3.657 -1.698
C -0.014 2.657 0.326
C 3.710 -7.131 0.042
C -2.854 5.633 -1.559
C 4.556 -9.471 -2.927
C -5.906 4.606 4.362
C 9.715 -5.997 0.015
C -2.637 3.023 -1.986
C 8.200 -5.085 5.736
C 1.925 4.216 -3.118
C 0.154 1.641 1.457
C -3.855 4.727 -1.094
C -4.737 6.045 0.914
C 4.554 -8.290 -3.889
C -2.494 1.630 -2.249
C 8.433 -4.331 4.440
C 4.918 -3.220 -5.005
C -4.806 0.572 -2.726
C -1.869 -0.795 -4.498
C -1.075 -1.867 -5.239
C 4.090 -4.459 -5.274
C 4.382 -5.948 -0.630
C -1.384 1.208 -2.952
C -3.574 0.673 -1.779
C -8.859 8.791 4.820
C -1.678 3.946 -2.420
H 3.027 -4.245 -5.163
H -7.663 4.209 3.183
H -11.020 4.428 6.315
H -8.266 9.358 5.538
H 8.787 -6.561 -0.085
H 7.923 -6.124 5.541
H -10.718 9.437 5.707
H 4.868 -2.943 -3.952
H 4.252 -4.805 -6.297
H -3.665 6.202 0.985
H -5.752 5.761 -1.011
H -11.748 6.752 7.606
H -12.848 5.847 6.576
H 3.090 3.756 -1.398
H 1.180 1.617 1.816
H 9.106 -5.094 6.344
H -5.761 5.656 4.103
H -0.565 1.810 2.254
H 4.376 -7.996 0.053
H 10.633 -7.109 5.554
H 7.406 -4.613 6.315
H 2.802 -7.422 -0.492
H -0.019 -0.291 -3.613
H 2.460 3.547 -3.788
H 0.383 1.373 -4.954
H -11.996 7.230 5.917
H 11.940 -7.741 2.935
H 7.497 -4.208 3.893
H 1.840 2.587 -1.717
H -2.181 -0.015 -5.193
H 3.450 -6.888 1.072
H -0.100 -1.518 -5.569
H 2.445 5.174 -3.171
H 9.213 -4.710 -1.644
H 0.530 4.342 -4.726
H 0.223 5.498 -3.461
H -7.513 3.202 4.617
H -2.728 -1.309 -4.074
H 4.567 -2.380 -5.607
H 3.769 -5.053 -0.521
H 5.333 -5.742 -0.137
H -10.895 8.762 4.089
H -5.139 5.583 1.810
H 5.966 -3.404 -5.244
H 8.812 -3.332 4.654
H 3.973 -9.250 -2.036
H 5.573 -9.729 -2.633
H 0.100 2.120 -0.617
H -5.232 7.011 0.824
H 5.468 -7.712 -3.800
H -0.049 0.647 1.053
H 4.489 -8.636 -4.919
H 12.292 -6.508 5.376
H 4.114 -10.352 -3.393
H -1.037 3.041 0.353
H -1.656 -2.193 -6.097
H -1.126 -0.893 -2.452
H 8.892 -4.004 -0.049
H 11.943 -8.225 5.215
H -5.279 3.994 3.712
H -5.565 4.482 5.391
H -10.214 10.386 4.304
H -9.864 5.664 6.763
H -8.347 8.854 3.859
H 10.545 -4.121 -0.635
H 10.502 -6.567 -0.484
H 11.624 -6.040 3.191
```

Lowest unoccupied orbital energy = -0.511 eV
Net charge = 0
Calculated total energy = -5652.228132 hartree
Strongest force on any atom = 0.150 hartree/bohr
Molecular weight = 1295.88 g mol⁻¹
Frontier orbital gap = 8.535 eV
HOMO level = -9.0 eV
SMILES = CCOC(=O)CCCc1c(O)c(CCCI)c(C(F)(F)C(F)(F)C(F)(F)C(F)(F)F)c2nc([C@H](C)F)c(N=C=S)nc12.CCOP(=O)(OCC)OCC.CCOP(=O)(OCC)OCC.CCOP(=O)(OCC)OCC

Löwdin atomic charge list, values in e, 5 entries: number 1, I, carries 0.814; number 2, S, carries 0.792; number 3, P, carries 0.509; number 4, P, carries 0.567; number 5, P, carries 0.468

C24H44Cl3GaN2O4Si | the ωB97M-V functional and the def2-TZVPD basis

```
79
Properties=species:S:1:pos:R:3
Ga 0.454 2.419 1.410
Cl 1.407 3.625 -0.151
Cl -0.184 0.614 0.803
Cl -1.759 3.098 1.468
Si -1.068 1.001 -3.353
O 1.385 2.394 3.073
O 2.613 0.781 1.146
O 0.175 -0.818 2.786
O -1.140 -0.351 -2.505
N 2.984 -0.776 -0.506
N 0.823 4.591 3.287
C -1.886 -1.506 -2.121
C 0.686 1.593 -3.486
C -0.238 5.564 3.338
C -1.815 2.293 -2.216
C 2.197 5.076 3.164
C -2.382 -2.299 -4.493
C -1.612 -2.105 -0.701
C 3.213 -2.160 -0.859
C -1.021 -3.667 1.578
C -2.646 -2.556 0.163
C -1.687 -2.521 -3.202
C -0.301 -2.290 -0.278
C 1.260 -0.722 3.696
C -0.590 -3.292 -3.212
C -2.189 0.919 -4.780
C 0.573 3.310 3.509
C 0.006 -3.112 0.813
C 3.424 0.180 -1.498
C 0.657 -0.441 5.082
C -0.450 -4.388 -4.200
C -0.808 -0.024 4.835
C -1.091 -0.482 3.410
C -2.361 -3.356 1.284
C 2.660 -0.396 0.757
H 4.223 -2.288 -1.267
H 1.242 0.308 5.627
H 3.060 -2.820 0.002
H -1.677 -1.924 -5.250
H -2.350 1.904 -5.224
H -2.563 1.895 -1.519
H -1.622 0.275 2.815
H -1.508 -0.507 5.514
H -0.333 5.996 4.331
H -1.446 -4.753 -4.450
H -3.165 -3.724 1.940
H 1.060 -3.295 1.061
H -3.111 0.536 -4.331
H -3.215 -1.595 -4.428
H -1.026 2.800 -1.648
H 0.686 -1.399 5.616
H 2.868 4.233 2.985
H -2.753 -3.232 -4.919
H 0.832 2.107 -4.443
H 2.532 -2.444 -1.669
H 1.718 -1.713 3.589
H 4.392 -0.146 -1.894
H -0.923 1.059 4.913
H 0.102 -3.299 -2.364
H 0.112 -5.159 -3.661
H 3.460 1.190 -1.088
H 0.883 2.320 -2.677
H 0.484 -1.805 -0.864
H 2.430 -1.277 1.403
H -0.042 6.366 2.633
H -1.668 -1.409 3.343
H 0.069 -4.147 -5.131
H -0.334 3.001 4.042
H -2.941 -1.274 -2.083
H -1.182 5.101 3.072
H -3.688 -2.310 -0.062
H -0.763 -4.338 2.397
H 2.740 0.144 -2.354
H 2.004 0.030 3.384
H 2.494 5.579 4.093
H -2.313 2.989 -2.901
H 2.264 5.790 2.338
H 1.432 0.797 -3.399
H -1.750 0.244 -5.512
```

Lowest unoccupied orbital energy = -0.246 eV
Energy relative to the best compared isomer or geometry (same formula, charge and spin) = 27.76 kcal per mole
Net charge = 0
Calculated total energy = -4946.296527 hartree
Strongest force on any atom = 0.067 hartree/bohr
Molecular weight = 628.79 g mol⁻¹
Frontier orbital gap = 7.928 eV
HOMO level = -8.2 eV

Löwdin atomic charge list, values in e, 5 entries: number 1, Ga, carries -0.601; number 2, Cl, carries 0.231; number 3, Cl, carries 0.589; number 4, Cl, carries 0.157; number 5, Si, carries 0.324

C23H45BCl26FO6S3 | the ωB97M-V functional and the def2-TZVPD basis

```
105
Properties=species:S:1:pos:R:3
Cl -6.242 2.782 -1.813
Cl 6.946 3.355 -0.741
Cl -7.516 5.046 -0.490
Cl 8.112 -5.234 -3.570
Cl -9.576 -6.121 -0.264
Cl -2.656 10.208 -3.808
Cl -3.200 5.396 -3.030
Cl -7.621 -4.643 3.637
Cl 7.557 2.532 3.040
Cl -5.874 -6.876 2.278
Cl -11.466 -8.800 -3.677
Cl -8.111 -2.910 -2.103
Cl 7.916 10.458 3.035
Cl -2.841 2.937 -4.554
Cl -10.015 -4.146 2.049
Cl 6.283 4.796 4.363
Cl 6.696 7.981 3.971
Cl -9.256 -5.645 -3.122
Cl 5.286 2.262 -2.874
Cl -13.649 -7.358 -4.964
Cl 11.579 6.124 3.735
Cl 9.185 6.621 2.148
Cl 7.792 -5.710 -0.711
Cl -2.976 9.733 -0.950
Cl -9.093 -1.365 0.165
Cl -6.193 -4.828 0.229
S -1.167 0.504 0.020
S 5.713 -2.400 -2.103
S 0.331 0.058 1.436
F -3.584 -3.304 3.019
O 0.224 -1.121 -1.988
O 8.867 -1.367 0.457
O 3.346 2.234 1.357
O 6.578 -0.413 0.383
O -0.862 1.130 -2.826
O 3.926 0.307 2.725
C -5.048 -5.682 1.269
C 10.148 7.143 3.535
C -11.923 -7.739 -5.015
C 6.089 -0.803 1.727
C -2.932 -2.736 1.814
C 3.169 0.909 1.617
C -8.948 -6.762 -1.787
C 7.599 -1.408 -0.039
C -9.052 -3.624 3.437
C -6.661 4.495 -1.936
C 6.419 9.524 3.155
C 5.570 2.317 -1.130
C 8.421 -6.351 -2.234
C -2.049 4.163 -3.557
C 5.061 -2.116 1.667
C 5.381 0.440 2.550
C -2.348 9.092 -2.473
C 7.138 4.245 2.917
C 2.059 0.139 0.670
C 7.328 -2.602 -1.157
C -2.652 -0.648 0.210
C -9.323 -2.815 -0.820
C -2.975 -1.082 1.758
B -0.556 0.145 -1.760
H -11.352 -6.811 -4.945
H 6.496 4.393 2.046
H -2.837 8.138 -2.687
H 4.634 -2.861 -1.301
H -4.545 -4.958 1.915
H 7.931 -7.304 -2.448
H 5.775 1.305 -0.771
H 2.346 -0.978 0.410
H -1.807 -3.038 1.689
H 9.499 -6.502 -2.139
H 6.039 9.332 2.149
H -1.601 0.736 -3.379
H 4.295 -1.869 0.808
H -3.504 -3.149 0.868
H -1.270 8.940 -2.378
H 2.063 0.712 -0.376
H 5.734 1.432 2.039
H -10.318 -2.784 -1.272
H -3.659 -0.194 -0.230
H -4.094 -0.772 2.011
H 5.727 -3.041 1.395
H -9.665 -3.690 4.339
H -11.698 -8.240 -5.960
H -7.870 -6.914 -1.692
H 10.466 8.177 3.379
H -9.235 -3.696 -0.181
H -2.296 -0.580 2.569
H -7.303 4.643 -2.807
H -5.744 5.079 -2.050
H 9.535 7.078 4.438
H 0.175 -1.690 -1.144
H -2.462 -1.639 -0.427
H 4.677 2.709 -0.636
H -8.734 -2.591 3.280
H 7.388 -3.631 -0.576
H -1.616 3.681 -2.677
H -4.312 -6.193 0.644
H 7.020 -1.169 2.346
H 5.685 10.101 3.723
H -9.437 -7.716 -2.000
H 8.276 -2.583 -1.875
H 8.055 4.829 2.803
H -1.259 4.641 -4.142
H 4.573 -2.223 2.731
H 5.875 0.423 3.637
```

Lowest unoccupied orbital energy = -5.279 eV
Net charge = +1
Calculated total energy = -14638.521907 hartree
Strongest force on any atom = 0.180 hartree/bohr
Molecular weight = 1465.40 g mol⁻¹
Frontier orbital gap = 6.101 eV
HOMO level = -11.4 eV

Löwdin atomic charge list, values in e, 5 entries: number 1, Cl, carries 0.470; number 2, Cl, carries 0.547; number 3, Cl, carries 0.512; number 4, Cl, carries 0.529; number 5, Cl, carries 0.521

C3H2Cl3NO | the ωB97M-V functional and the def2-TZVPD basis

```
10
Properties=species:S:1:pos:R:3
Cl 0.325 -1.516 -2.435
Cl 0.557 1.355 -1.797
Cl -1.946 0.098 -1.447
O 1.416 0.800 1.080
N -1.783 -0.257 1.698
C -0.718 -0.292 1.337
C -0.261 -0.119 -1.467
C 0.611 -0.322 0.902
H 0.894 -1.215 0.531
H 0.906 1.467 1.597
```

Lowest unoccupied orbital energy (alpha / beta) = -0.876 / -1.119 eV
Energy relative to the best compared isomer or geometry (same formula, charge and spin) = 58.18 kcal per mole
Net charge = 0
Calculated total energy = -1625.953509 hartree
Strongest force on any atom = 0.086 hartree/bohr
Molecular weight = 174.41 g mol⁻¹
Frontier orbital gap (alpha / beta) = 8.110 / 7.707 eV
HOMO level (alpha / beta) = -9.0 / -8.8 eV

Löwdin atomic charge list, values in e, 5 entries: number 1, Cl, carries 0.503; number 2, Cl, carries 0.582; number 3, Cl, carries 0.604; number 4, O, carries -0.003; number 5, N, carries 0.175

C2H11NO3 | the ωB97M-V functional and the def2-TZVPD basis

```
17
Properties=species:S:1:pos:R:3
O -0.020 1.223 2.119
O 0.783 -1.044 0.509
O 3.110 0.473 0.159
N -0.650 -0.211 -1.238
C -2.001 -0.120 -0.717
C 0.236 -1.221 -0.809
H 1.106 -1.186 -1.453
H 0.226 -0.441 1.031
H -2.585 0.528 -1.367
H 0.142 1.577 2.998
H -2.462 -1.118 -0.748
H 2.591 1.065 -0.403
H -0.281 0.641 -1.613
H 2.433 -0.174 0.437
H -2.079 0.156 0.347
H -0.215 1.983 1.563
H -0.336 -2.133 -0.816
```

Lowest unoccupied orbital energy = 0.371 eV
Energy relative to the best compared isomer or geometry (same formula, charge and spin) = 14.75 kcal per mole
Net charge = 0
Calculated total energy = -363.250896 hartree
Strongest force on any atom = 0.026 hartree/bohr
Molecular weight = 97.11 g mol⁻¹
Frontier orbital gap = 9.477 eV
HOMO level = -9.1 eV
SMILES = CNCO.O.O

Löwdin atomic charge list, values in e, 5 entries: number 1, O, carries -0.038; number 2, O, carries -0.099; number 3, O, carries -0.083; number 4, N, carries -0.116; number 5, C, carries -0.119

C7H17PS2 | the ωB97M-V functional and the def2-TZVPD basis

```
27
Properties=species:S:1:pos:R:3
S -3.732 -0.578 -0.306
S -3.734 1.940 0.772
P 0.118 -0.706 -0.805
C 2.985 -0.479 -0.314
C -0.086 -0.888 1.031
C -3.609 1.111 -0.733
C 1.913 -0.949 -1.343
C -0.122 1.163 -0.940
C -0.349 -2.321 1.682
C 0.518 2.074 0.121
H 0.598 -2.897 1.688
H -1.172 1.351 -0.736
H -0.631 -2.229 2.757
H 2.961 -0.980 0.777
H -3.652 -0.952 -1.670
H 3.858 -0.786 -0.767
H -0.946 -0.352 1.222
H -1.037 -2.937 1.114
H 2.138 -2.041 -1.585
H 1.987 -0.399 -2.337
H 1.417 2.532 -0.383
H -0.041 2.923 0.245
H 0.771 1.590 1.068
H 0.729 -0.438 1.540
H 0.075 1.470 -2.006
H 2.910 0.578 -0.276
H -3.866 3.198 0.185
```

Lowest unoccupied orbital energy = -0.083 eV
Energy relative to the best compared isomer or geometry (same formula, charge and spin) = 91.45 kcal per mole
Net charge = 0
Calculated total energy = -1414.492175 hartree
Strongest force on any atom = 0.076 hartree/bohr
Molecular weight = 196.32 g mol⁻¹
Frontier orbital gap = 7.753 eV
HOMO level = -7.8 eV

Löwdin atomic charge list, values in e, 5 entries: number 1, S, carries 0.562; number 2, S, carries 0.579; number 3, P, carries 0.915; number 4, C, carries -0.163; number 5, C, carries -0.438

C6H14N4O2 | the ωB97M-V functional and the def2-TZVPD basis

```
26
Properties=species:S:1:pos:R:3
O -3.691 0.363 -0.550
O 1.582 -0.850 -0.243
N -2.368 0.061 -0.791
N -1.757 1.678 1.016
N -0.132 0.676 -0.604
N -2.905 -2.259 0.243
C 0.338 -0.556 -0.239
C 3.930 -0.516 0.048
C -1.893 -1.483 0.028
C 2.688 -0.017 -0.668
C -1.475 1.071 -0.509
C -0.551 -1.562 0.189
H -2.767 -3.212 0.571
H 4.058 -1.585 -0.113
H 3.868 -0.323 1.117
H 2.505 1.036 -0.440
H -1.686 1.955 -1.125
H -2.779 1.657 1.154
H 0.525 1.330 -1.011
H -4.197 0.238 -1.374
H -1.315 1.121 1.754
H 4.802 0.000 -0.350
H -3.853 -1.968 0.036
H -0.110 -2.470 0.580
H 2.789 -0.153 -1.749
H -1.446 2.652 1.108
```

Lowest unoccupied orbital energy = -7.418 eV
Energy relative to the best compared isomer or geometry (same formula, charge and spin) = 42.69 kcal per mole
Net charge = +2
Calculated total energy = -605.838104 hartree
Strongest force on any atom = 0.100 hartree/bohr
Molecular weight = 174.20 g mol⁻¹
Frontier orbital gap = 9.670 eV
HOMO level = -17.1 eV
SMILES = CCOC1=CC(=[NH2+])N(O)[C@@H]([NH3+])N1

Löwdin atomic charge list, values in e, 5 entries: number 1, O, carries 0.016; number 2, O, carries 0.074; number 3, N, carries -0.029; number 4, N, carries 0.264; number 5, N, carries 0.175

C24H35Si | the ωB97M-V functional and the def2-TZVPD basis

```
60
Properties=species:S:1:pos:R:3
Si 1.563 -1.265 -1.034
C 1.888 -2.172 -3.754
C -2.485 4.159 -1.836
C 1.244 -2.494 0.372
C -1.204 0.848 2.407
C -0.983 2.411 -1.004
C -0.225 -0.873 -3.241
C 3.397 -0.802 -1.130
C -1.677 0.285 4.784
C -3.868 0.711 5.740
C -2.552 0.240 5.867
C -1.979 3.390 -0.793
C 4.362 -1.817 -0.493
C 0.481 -1.890 1.551
C -4.285 1.267 4.524
C -3.419 1.333 3.439
C -2.097 0.820 3.528
C -1.027 2.994 -3.372
C 0.628 -3.825 -0.088
C -0.601 1.577 0.118
C -2.053 3.926 -3.149
C 0.837 -1.827 -2.689
C -0.431 2.316 -2.312
C 3.703 0.627 -0.677
C -1.534 1.302 1.132
H -0.163 0.545 2.559
H 2.689 -2.809 -3.353
H 2.261 -2.713 0.726
H 0.662 -4.557 0.730
H 4.087 -2.855 -0.717
H -5.294 1.650 4.409
H -0.484 -1.468 1.247
H 3.557 -0.847 -2.215
H 5.376 -1.654 -0.886
H 2.338 -1.263 -4.176
H -0.881 -0.480 -2.454
H 0.747 0.017 -0.757
H 4.422 -1.696 0.595
H -2.593 1.491 0.904
H 0.331 -2.760 -2.409
H 4.734 0.881 -0.958
H -4.558 0.653 6.588
H 1.175 -4.251 -0.939
H -3.758 1.780 2.509
H -0.649 -0.087 4.867
H -2.208 -0.168 6.821
H -0.698 2.799 -4.389
H 0.229 -0.014 -3.754
H 3.034 1.354 -1.156
H 0.286 -2.655 2.316
H 0.451 1.693 -2.467
H 1.057 -1.086 2.026
H -3.221 4.931 -1.622
H 1.411 -2.717 -4.583
H -0.855 -1.400 -3.971
H -2.319 3.568 0.232
H -2.494 4.477 -3.980
H -0.424 -3.703 -0.375
H 3.619 0.742 0.413
H 0.452 1.363 0.326
```

Lowest unoccupied orbital energy = -5.553 eV
Energy relative to the best compared isomer or geometry (same formula, charge and spin) = 0.00 kcal per mole
Net charge = +1
Calculated total energy = -1224.704736 hartree
Strongest force on any atom = 0.035 hartree/bohr
Molecular weight = 351.63 g mol⁻¹
Frontier orbital gap = 6.443 eV
HOMO level = -12.0 eV

Löwdin atomic charge list, values in e, 5 entries: number 1, Si, carries 0.773; number 2, C, carries -0.120; number 3, C, carries -0.051; number 4, C, carries -0.472; number 5, C, carries 0.045